{
  "formula": "C27H41As2LuS5SbSi3",
  "method": "ωB97M-V with the def2-TZVPD basis set",
  "total_charge": -1,
  "spin_multiplicity": 1,
  "fmax_ev_per_a": 3.21,
  "relative_energy_kcal_mol": 66.80,
  "e_tot_ev": -268312.9659,
  "homo_energy_ev": [-1.45, -1.49],
  "elements": ["Lu", "S", "As", "S", "S", "S", "S", "C", "C", "C", "C", "C", "C", "As", "C", "C", "C", "C", "C", "C", "C", "C", "C", "C", "C", "C", "H", "H", "H", "H", "H", "H", "H", "H", "H", "H", "H", "H", "H", "H", "C", "Si", "C", "C", "Sb", "Si", "C", "C", "C", "Si", "C", "C", "C", "H", "H", "H", "H", "H", "H", "H", "H", "H", "H", "H", "H", "H", "H", "H", "H", "H", "H", "H", "H", "H", "H", "H", "H", "H", "H", "H"],
  "xyz": [[11.894, 11.698, 11.635], [11.601, 15.403, 11.564], [12.084, 14.300, 13.465], [10.357, 12.877, 13.545], [13.837, 12.971, 12.845], [12.373, 15.436, 15.256], [10.354, 12.703, 9.405], [9.407, 11.532, 8.646], [9.565, 11.383, 7.256], [8.654, 10.669, 6.487], [7.587, 10.001, 7.068], [7.434, 10.072, 8.514], [8.327, 10.776, 9.267], [8.404, 10.760, 11.168], [7.099, 9.416, 11.786], [7.271, 8.034, 11.511], [6.359, 7.094, 11.965], [5.458, 7.469, 12.971], [5.411, 8.812, 13.409], [6.224, 9.751, 12.818], [10.149, 9.835, 11.536], [10.982, 9.461, 10.463], [12.369, 9.249, 10.633], [12.863, 9.286, 12.010], [11.974, 9.347, 13.075], [10.631, 9.690, 12.844], [10.355, 11.949, 6.798], [8.824, 10.632, 5.398], [6.827, 9.521, 6.432], [6.677, 9.542, 9.082], [8.066, 7.761, 10.833], [6.353, 6.082, 11.562], [4.748, 6.756, 13.377], [4.714, 9.068, 14.163], [6.210, 10.743, 13.196], [10.601, 9.364, 9.466], [13.044, 8.889, 9.850], [13.913, 9.207, 12.129], [12.326, 9.151, 14.065], [9.928, 9.724, 13.701], [8.765, 20.168, 11.168], [9.926, 18.802, 10.564], [11.817, 19.019, 10.984], [9.586, 18.376, 8.756], [9.347, 16.604, 11.852], [6.920, 15.640, 11.089], [6.229, 14.581, 12.495], [7.198, 14.567, 9.571], [5.636, 17.029, 10.885], [8.941, 17.481, 14.209], [8.884, 16.103, 15.524], [7.266, 18.350, 14.434], [10.317, 18.712, 14.643], [7.811, 20.052, 10.599], [9.226, 21.132, 10.842], [8.620, 20.140, 12.258], [12.228, 19.695, 10.271], [12.306, 18.051, 11.012], [11.936, 19.493, 11.972], [10.277, 18.914, 8.095], [8.607, 18.579, 8.416], [9.824, 17.282, 8.580], [6.940, 14.027, 13.171], [5.551, 13.859, 12.098], [5.649, 15.224, 13.191], [7.934, 13.740, 9.784], [7.629, 15.165, 8.758], [6.310, 14.042, 9.227], [5.732, 17.840, 11.653], [4.678, 16.494, 10.900], [5.685, 17.595, 9.971], [7.839, 15.886, 15.779], [9.539, 16.379, 16.376], [9.273, 15.151, 15.083], [7.253, 19.388, 14.092], [7.155, 18.368, 15.515], [6.439, 17.808, 13.969], [11.216, 18.107, 14.872], [10.037, 19.190, 15.599], [10.582, 19.497, 13.869]],
  "lowdin_charge": [0.990, -0.180, -0.371, -0.095, -0.177, -0.098, 0.502, -0.801, -0.151, -0.122, -0.091, -0.109, -0.464, 1.299, -0.379, -0.116, -0.097, -0.084, -0.087, -0.131, -0.508, -0.187, -0.117, -0.184, -0.134, -0.225, 0.081, 0.103, 0.091, 0.083, 0.095, 0.099, 0.094, 0.087, 0.083, 0.101, 0.114, 0.092, 0.116, 0.121, -0.250, 0.365, -0.221, -0.245, 0.700, 0.362, -0.242, -0.247, -0.254, 0.277, -0.255, -0.243, -0.244, 0.030, 0.024, -0.003, -0.004, -0.036, 0.017, 0.018, -0.004, 0.042, 0.032, -0.003, 0.024, -0.022, 0.021, 0.021, 0.022, 0.014, -0.002, 0.017, 0.022, -0.035, 0.011, 0.014, 0.004, -0.016, 0.025, 0.021]
}

---

{
  "formula": "C4H5F3N4O",
  "method": "ωB97M-V with the def2-TZVPD basis set",
  "total_charge": 0,
  "spin_multiplicity": 1,
  "fmax_ev_per_a": 3.85,
  "relative_energy_kcal_mol": 174.14,
  "e_tot_ev": -20379.8331,
  "homo_energy_ev": -10.93,
  "elements": ["C", "C", "C", "C", "N", "N", "N", "N", "O", "F", "F", "F", "H", "H", "H", "H", "H"],
  "xyz": [[0.728, 1.309, 1.328], [-0.117, 1.308, -0.888], [-0.967, -0.466, 0.740], [0.170, 0.451, 0.284], [1.274, 2.028, 2.054], [2.437, -0.295, -0.738], [-1.644, -1.095, -0.349], [1.474, -0.793, -0.173], [1.226, -1.959, 0.020], [3.378, -1.255, -1.029], [-2.329, -2.221, 0.154], [-2.709, -0.314, -0.637], [-1.035, 1.840, -0.577], [0.754, 1.830, -1.124], [-0.472, 0.739, -1.715], [-0.496, -1.149, 1.304], [-1.672, 0.042, 1.344]],
  "nbo_charge": [0.216, -0.641, -0.328, 0.085, -0.220, 0.100, 0.320, 0.302, -0.408, -0.212, -0.232, -0.225, 0.247, 0.250, 0.246, 0.264, 0.236]
}

---

{
  "formula": "C4H4N2O",
  "method": "ωB97M-V with the def2-TZVPD basis set",
  "total_charge": 0,
  "spin_multiplicity": 1,
  "fmax_ev_per_a": 0.62,
  "relative_energy_kcal_mol": 77.01,
  "e_tot_ev": -9237.1484,
  "homo_energy_ev": [-9.46, -9.41],
  "elements": ["O", "C", "C", "C", "N", "C", "N", "H", "H", "H", "H"],
  "xyz": [[2.378, -1.028, 0.337], [1.222, -0.720, 0.094], [0.845, 0.676, -0.184], [-0.534, 1.043, -0.154], [-1.548, 0.091, -0.123], [-1.086, -1.150, -0.060], [0.164, -1.600, -0.006], [1.632, 1.417, -0.329], [-0.813, 2.038, -0.508], [-0.400, 1.149, 0.983], [-1.860, -1.917, -0.051]],
  "nbo_charge": [-0.578, 0.510, -0.009, -0.329, -0.440, 0.245, -0.472, 0.238, 0.256, 0.390, 0.188]
}

---

What did the second record say?
{
  "formula": "C4H5F3N4O",
  "method": "ωB97M-V with the def2-TZVPD basis set",
  "total_charge": 0,
  "spin_multiplicity": 1,
  "fmax_ev_per_a": 3.85,
  "relative_energy_kcal_mol": 174.14,
  "e_tot_ev": -20379.8331,
  "homo_energy_ev": -10.93,
  "elements": ["C", "C", "C", "C", "N", "N", "N", "N", "O", "F", "F", "F", "H", "H", "H", "H", "H"],
  "xyz": [[0.728, 1.309, 1.328], [-0.117, 1.308, -0.888], [-0.967, -0.466, 0.740], [0.170, 0.451, 0.284], [1.274, 2.028, 2.054], [2.437, -0.295, -0.738], [-1.644, -1.095, -0.349], [1.474, -0.793, -0.173], [1.226, -1.959, 0.020], [3.378, -1.255, -1.029], [-2.329, -2.221, 0.154], [-2.709, -0.314, -0.637], [-1.035, 1.840, -0.577], [0.754, 1.830, -1.124], [-0.472, 0.739, -1.715], [-0.496, -1.149, 1.304], [-1.672, 0.042, 1.344]],
  "nbo_charge": [0.216, -0.641, -0.328, 0.085, -0.220, 0.100, 0.320, 0.302, -0.408, -0.212, -0.232, -0.225, 0.247, 0.250, 0.246, 0.264, 0.236]
}